Entry 1:
C4H5IN2 | ωB97M-V with the def2-TZVPD basis set

Structure (XYZ):
```
12
Properties=species:S:1:pos:R:3:mulliken_charge:R:1
I 0.05 -3.35 2.44 0.2071
N 1.07 -2.43 -0.35 -0.3217
N 0.95 -3.61 0.76 -0.3171
C -0.67 1.03 0.14 -0.4577
C -0.02 1.82 -0.95 -1.1811
C 0.40 -1.39 0.00 0.2960
C -0.18 -0.31 0.05 0.1646
H -0.34 2.81 -1.13 0.3762
H -0.46 1.42 1.08 0.2938
H 1.04 2.03 -0.60 0.2769
H -1.85 0.81 0.29 0.2671
H 0.02 1.18 -1.74 0.3959
```

## Properties
LUMO level (alpha / beta) ... -1.85 / -1.85 eV
F_max ... 8.04 eV/Å
Relative energy (zero: lowest compared OMol25 entry of this formula, charge and spin) ... 654.2 kJ/mol
Electronic energy ... -562.36624 hartree
Total charge ... 0
HOMO energy (alpha / beta) ... -8.60 / -8.60 eV
SMILES ... CCC#C/N=N\I
Orbital gap (alpha / beta) ... 6.75 / 6.75 eV


Entry 2:
C14H31BrCl4O9P2Si | ωB97M-V with the def2-TZVPD basis set

Structure (XYZ):
```
62
Properties=species:S:1:pos:R:3:mulliken_charge:R:1
Br -0.62 1.59 -0.04 -0.1174
Cl 0.34 -1.25 -4.99 -0.0979
Cl 1.13 1.56 -6.16 -0.1717
Cl -0.66 -1.32 -1.93 -0.1065
Cl -3.01 -2.05 -5.24 -0.1814
P -0.35 3.38 5.28 1.0646
P 4.08 -3.90 -0.89 1.1580
Si -1.82 -0.20 -3.19 -0.0958
O 3.45 -2.43 -1.17 -0.3235
O -1.54 3.34 4.17 -0.3797
O -0.90 2.11 6.14 -0.3654
O 5.43 -4.69 -0.38 -0.2793
O 0.17 4.14 6.64 -0.2649
O 3.35 -4.10 0.54 -0.3742
O 0.89 3.08 4.55 -0.6644
O 3.53 -4.78 -1.94 -0.6736
O -3.27 1.92 -0.36 -0.4598
C 6.69 -4.34 -0.98 -0.7290
C 0.98 1.53 -3.47 -0.7410
C -2.28 2.08 6.51 -0.6508
C -2.37 1.48 -2.48 -0.4142
C -1.45 2.26 3.23 -0.7846
C -2.31 1.68 -0.99 0.0899
C -0.77 0.15 -4.77 -0.5833
C -3.95 -2.13 -2.72 -0.7195
C 0.08 1.42 -4.70 -0.0688
C -3.39 -1.12 -3.73 0.0697
C 0.22 5.58 6.63 -0.7196
C 2.06 -2.41 -1.53 -0.8984
C 3.42 -3.05 1.51 -0.6181
C -3.95 -1.66 -1.25 -0.9977
H -2.35 1.80 7.56 0.2690
H -1.84 2.33 -2.93 0.5684
H -2.44 2.14 2.79 0.3128
H -3.07 -2.05 -0.76 0.2691
H 0.60 5.91 7.60 0.2302
H 6.93 -3.29 -0.79 0.3070
H -3.42 1.62 -2.75 0.4670
H -0.78 6.00 6.49 0.3081
H 7.46 -4.96 -0.54 0.2306
H -4.79 -2.14 -0.75 0.4235
H 0.48 2.00 -2.63 0.0722
H 0.89 5.94 5.85 0.3482
H 1.94 -2.65 -2.58 0.3205
H -4.19 -0.43 -4.00 0.4563
H 1.86 2.10 -3.74 0.4982
H 2.45 -2.56 1.58 0.2134
H 1.70 -1.41 -1.34 0.2569
H 1.28 0.53 -3.16 0.0898
H -0.59 2.27 -4.76 0.3089
H 6.66 -4.51 -2.06 0.3529
H -4.98 -2.33 -3.01 0.4157
H -1.39 0.19 -5.67 0.6411
H 4.17 -2.30 1.26 0.3147
H 3.67 -3.48 2.48 0.2699
H 1.49 -3.12 -0.92 0.4615
H -2.79 1.33 5.91 0.2409
H -1.16 1.33 3.71 0.3591
H -0.75 2.51 2.44 0.2630
H -2.78 3.04 6.37 0.3180
H -4.03 -0.58 -1.13 0.1853
H -3.43 -3.08 -2.81 0.3259
```

## Properties
LUMO level ... -0.09 eV
F_max ... 5.64 eV/Å
Electronic energy ... -6616.29214 hartree
Total charge ... 0
HOMO energy ... -9.95 eV
SMILES ... CC[C@H](Cl)[Si@](Cl)(CC(=O)Br)[C@H](Cl)[C@@H](C)Cl.COP(=O)(OC)OC.COP(=O)(OC)OC
Orbital gap ... 9.86 eV


Entry 3:
C5H11NO | ωB97M-V with the def2-TZVPD basis set

Structure (XYZ):
```
18
Properties=species:S:1:pos:R:3:mulliken_charge:R:1
O -2.61 2.09 0.04 -0.5778
N -1.71 0.02 0.28 -0.1625
C -0.60 -0.99 -0.03 -0.7097
C -1.61 1.43 0.19 0.5488
C 0.78 -0.70 0.60 0.1091
C -0.26 2.13 -0.19 -1.0394
C 1.73 -1.50 -0.33 -1.1077
H 0.19 1.53 -1.04 0.2785
H 0.85 -1.28 1.60 0.2335
H -2.47 -0.41 0.87 0.2670
H 0.46 2.18 0.64 0.2928
H -0.49 3.08 -0.57 0.3186
H -0.79 -2.07 0.22 0.3052
H 2.77 -1.15 -0.22 0.3345
H 1.38 -1.46 -1.41 0.2815
H -0.44 -0.69 -1.14 0.2806
H 1.81 -2.62 -0.26 0.3205
H 1.02 0.40 0.76 0.0264
```

## Properties
LUMO level ... 0.93 eV
F_max ... 3.57 eV/Å
Relative energy (zero: lowest compared OMol25 entry of this formula, charge and spin) ... 191.0 kJ/mol
Electronic energy ... -327.05859 hartree
Total charge ... 0
HOMO energy ... -9.34 eV
SMILES ... CCCNC(C)=O
Orbital gap ... 10.27 eV


Entry 4:
C5H18NO2 | ωB97M-V with the def2-TZVPD basis set

Structure (XYZ):
```
26
Properties=species:S:1:pos:R:3:mulliken_charge:R:1
O 0.95 0.89 2.97 -0.6236
O 2.70 0.87 -1.47 -0.6253
N 0.50 -1.32 0.77 -0.2419
C 0.77 -1.71 -1.59 -1.6112
C -0.33 0.38 -0.74 -0.5001
C -2.74 0.77 0.08 -1.4071
C -0.23 -1.12 -0.60 0.4608
C -1.25 1.02 0.31 -0.2732
H -3.08 1.08 -0.98 0.2787
H -0.05 -1.79 1.47 0.3445
H 1.25 -2.01 0.71 0.3947
H 0.86 -0.49 1.21 0.1938
H 0.99 1.86 3.02 0.3112
H 1.73 -1.22 -1.53 0.4363
H 0.75 0.69 3.90 0.3032
H -0.64 0.66 -1.76 0.5307
H 2.95 1.39 -0.70 0.2978
H 0.62 0.87 -0.47 -0.0097
H 0.39 -1.53 -2.62 0.3836
H 2.60 1.46 -2.22 0.3143
H -1.00 2.08 0.44 0.4144
H -3.35 1.20 0.84 0.4478
H -0.91 0.69 1.30 0.2730
H -1.22 -1.65 -0.74 0.2327
H -3.09 -0.28 0.22 0.3017
H 0.84 -2.80 -1.82 0.3730
```

## Properties
LUMO level ... -3.04 eV
F_max ... 2.55 eV/Å
Relative energy (zero: lowest compared OMol25 entry of this formula, charge and spin) ... 117.1 kJ/mol
Electronic energy ... -406.27720 hartree
Total charge ... +1
HOMO energy ... -14.55 eV
Orbital gap ... 11.51 eV


Entry 5:
C3H4Br3CaO2Rb | ωB97M-V with the def2-TZVPD basis set

Structure (XYZ):
```
14
Properties=species:S:1:pos:R:3:mulliken_spin:R:1
Rb -0.25 -0.60 4.41 0.0808
Br 1.76 1.64 0.16 -0.0011
Br -0.63 1.94 -2.15 -0.0004
Br 1.21 4.54 -1.28 0.0000
Ca 0.22 -4.07 2.22 0.9705
O -0.03 -2.84 0.11 -0.0043
O -0.57 -1.65 1.81 -0.0840
C -0.98 -0.65 -0.36 0.0278
C 1.18 2.52 -1.46 0.0002
C -0.52 -1.74 0.57 0.0093
H -1.16 0.27 0.20 -0.0012
H -0.24 -0.55 -1.15 -0.0008
H -1.89 -1.01 -0.85 0.0031
H 1.89 2.20 -2.23 0.0001
```

## Properties
LUMO level (alpha / beta) ... -3.62 / -3.91 eV
F_max ... 3.09 eV/Å
Electronic energy ... -8690.73327 hartree
Expectation value of S² ... 0.7503
Multiplicity ... 2
Total charge ... +1
HOMO energy (alpha / beta) ... -8.86 / -12.51 eV
Orbital gap (alpha / beta) ... 5.24 / 8.60 eV


Entry 6:
C6H7NS | ωB97M-V with the def2-TZVPD basis set

Structure (XYZ):
```
15
Properties=species:S:1:pos:R:3:mulliken_charge:R:1
S 1.82 0.24 -2.59 -0.3082
N 0.91 -0.27 -0.11 -0.3631
C -0.34 -0.76 0.47 -0.0623
C -1.14 -1.31 -0.64 -0.5920
C 0.78 -0.40 -1.51 0.0451
C -0.47 -1.13 -1.79 -0.2720
C 0.45 1.41 1.73 -1.4462
C -0.01 0.70 0.48 0.4129
H -2.12 -1.80 -0.53 0.3945
H -0.76 -1.40 -2.81 0.4196
H -0.26 -1.35 1.41 0.3338
H 0.98 0.74 2.38 0.3483
H -0.56 1.31 -0.22 0.4428
H 1.14 2.23 1.45 0.3057
H -0.42 1.80 2.27 0.3412
```

## Properties
LUMO level ... -0.28 eV
F_max ... 1.00 eV/Å
Relative energy (zero: lowest compared OMol25 entry of this formula, charge and spin) ... 156.9 kJ/mol
Electronic energy ... -685.71013 hartree
Total charge ... 0
HOMO energy ... -8.48 eV
SMILES ... C[C@@H]1[C@H]2C=CC(=S)N12
Orbital gap ... 8.20 eV


What did the first record say?
C4H5IN2 | ωB97M-V with the def2-TZVPD basis set

Structure (XYZ):
```
12
Properties=species:S:1:pos:R:3:mulliken_charge:R:1
I 0.05 -3.35 2.44 0.2071
N 1.07 -2.43 -0.35 -0.3217
N 0.95 -3.61 0.76 -0.3171
C -0.67 1.03 0.14 -0.4577
C -0.02 1.82 -0.95 -1.1811
C 0.40 -1.39 0.00 0.2960
C -0.18 -0.31 0.05 0.1646
H -0.34 2.81 -1.13 0.3762
H -0.46 1.42 1.08 0.2938
H 1.04 2.03 -0.60 0.2769
H -1.85 0.81 0.29 0.2671
H 0.02 1.18 -1.74 0.3959
```

## Properties
LUMO level (alpha / beta) ... -1.85 / -1.85 eV
F_max ... 8.04 eV/Å
Relative energy (zero: lowest compared OMol25 entry of this formula, charge and spin) ... 654.2 kJ/mol
Electronic energy ... -562.36624 hartree
Total charge ... 0
HOMO energy (alpha / beta) ... -8.60 / -8.60 eV
SMILES ... CCC#C/N=N\I
Orbital gap (alpha / beta) ... 6.75 / 6.75 eV


The highest F_max belongs to which entry?
C4H5IN2


What did the third record say?
C5H11NO | ωB97M-V with the def2-TZVPD basis set

Structure (XYZ):
```
18
Properties=species:S:1:pos:R:3:mulliken_charge:R:1
O -2.61 2.09 0.04 -0.5778
N -1.71 0.02 0.28 -0.1625
C -0.60 -0.99 -0.03 -0.7097
C -1.61 1.43 0.19 0.5488
C 0.78 -0.70 0.60 0.1091
C -0.26 2.13 -0.19 -1.0394
C 1.73 -1.50 -0.33 -1.1077
H 0.19 1.53 -1.04 0.2785
H 0.85 -1.28 1.60 0.2335
H -2.47 -0.41 0.87 0.2670
H 0.46 2.18 0.64 0.2928
H -0.49 3.08 -0.57 0.3186
H -0.79 -2.07 0.22 0.3052
H 2.77 -1.15 -0.22 0.3345
H 1.38 -1.46 -1.41 0.2815
H -0.44 -0.69 -1.14 0.2806
H 1.81 -2.62 -0.26 0.3205
H 1.02 0.40 0.76 0.0264
```

## Properties
LUMO level ... 0.93 eV
F_max ... 3.57 eV/Å
Relative energy (zero: lowest compared OMol25 entry of this formula, charge and spin) ... 191.0 kJ/mol
Electronic energy ... -327.05859 hartree
Total charge ... 0
HOMO energy ... -9.34 eV
SMILES ... CCCNC(C)=O
Orbital gap ... 10.27 eV